(1)
Density functional theory data (ωB97M-V/def2-TZVPD) for 2 unconnected molecules or ions with the total composition C10H11ClO.

Summary:
SMILES string = OC1=C(Cl)[C@@H]2C=CC[C@H]12.C#CC
strongest force on any atom = 4.73 eV Å⁻¹
relative energy (zero: lowest compared OMol25 entry of this formula, charge and spin) = 381.13 kJ/mol
HOMO-LUMO gap = 9.143 eV
charge = 0
E = -922.8955 Eh
E_LUMO = 0.73 eV
HOMO = -8.41 eV

Last column: Mulliken charge in e.
Atoms and positions in Å:
O 1.0604 -1.7767 1.1288  -0.57
C 0.6182 -0.8122 0.2599  -0.29
C -0.2223 -0.8132 -0.8165  -0.06
Cl -0.7068 -1.9152 -2.0793  -0.18
C -0.0698 0.7178 -0.9767  0.25
C 0.9219 1.1433 -2.0578  -0.52
C 2.1280 1.3719 -1.5512  -0.38
C 2.1775 1.3020 -0.0647  -0.95
C 0.7378 0.6422 0.3758  0.20
H 0.8638 -2.6479 0.7598  0.37
H -1.0724 1.2863 -1.0051  0.36
H 0.6344 1.2467 -3.1480  0.35
H 3.0159 1.7494 -2.0851  0.38
H 2.9916 0.6511 0.3875  0.28
H 2.1252 2.1738 0.4604  0.40
H 0.1790 1.2412 1.2356  0.28
C -1.7657 -3.0891 0.7690  -0.34
C -1.9733 -1.9310 0.9729  0.17
C -2.3643 -0.6632 1.5284  -0.84
H -1.3811 -3.8502 0.1518  0.41
H -1.5760 0.0475 1.4986  0.05
H -3.1532 -0.3824 0.8873  0.28
H -2.7060 -0.7259 2.5589  0.34

(2)
Density functional theory data (ωB97M-V/def2-TZVPD) for a molecular structure, C4H5LiNaO.

Summary:
2S+1 = 2
strongest force on any atom = 1.73 eV Å⁻¹
relative energy (zero: lowest compared OMol25 entry of this formula, charge and spin) = 84.16 kJ/mol
HOMO-LUMO gap (alpha / beta) = 2.587 / 5.064 eV
charge = 0
E = -400.3582 Eh
E_LUMO (alpha / beta) = -2.11 / -2.19 eV
expectation value of S² = 0.759
HOMO (alpha / beta) = -4.70 / -7.25 eV

Last column: Mulliken spin population.
Atoms and positions in Å:
C 2.0514 0.1725 -0.2820  0.86
C 3.1463 0.9144 -0.1386  -0.03
H 4.0554 0.7810 -0.7555  0.07
H 3.2097 1.7762 0.5535  0.07
O -1.4698 -1.3140 -0.5678  0.00
C -1.9343 -0.4928 0.3616  0.00
C -1.5247 0.7852 0.5382  0.01
Na -2.5036 -3.4346 -1.3356  0.00
Li 0.3729 -0.8841 -0.6541  0.01
H -2.6374 -0.9304 1.0894  0.00
H -0.8656 1.2652 -0.1934  0.00
H -1.9003 1.3615 1.3843  0.00

(3)
Density functional theory data (ωB97M-V/def2-TZVPD) for a molecular structure, C30H55ClP2PtSSi2.

Summary:
2S+1 = 5
strongest force on any atom = 4.80 eV Å⁻¹
relative energy (zero: lowest compared OMol25 entry of this formula, charge and spin) = 156.19 kJ/mol
HOMO-LUMO gap (alpha / beta) = 7.186 / 3.297 eV
charge = 0
E = -3415.3133 Eh
E_LUMO (alpha / beta) = 0.48 / -3.02 eV
expectation value of S² = 6.025
HOMO (alpha / beta) = -6.71 / -6.32 eV

Last column: Mulliken spin population.
Atoms and positions in Å:
Pt 1.1164 0.5807 0.3241  0.92
C -2.1682 -1.8413 0.4883  0.05
C -2.7605 -1.0135 -0.5050  0.12
C -2.3717 -1.5340 -1.7806  0.12
Si -3.6916 0.5229 0.0053  0.00
C -1.4757 -2.6067 -1.5645  0.12
C -1.2947 -2.7629 -0.1517  0.11
Si -0.1021 -3.7859 0.8599  0.01
H -2.3920 -1.8117 1.5516  0.00
H -2.7214 -1.1667 -2.7414  0.00
H -1.0077 -3.2214 -2.3252  0.00
Cl 2.3732 1.4559 -1.2709  0.16
C -0.8369 -4.1201 2.5322  0.01
C 0.1522 -5.3944 -0.0554  0.00
C -4.4623 0.2782 1.6784  0.00
C -5.0174 0.8085 -1.2755  0.00
H -0.8308 -5.8820 -0.1345  0.00
H 0.8187 -6.0559 0.5163  0.00
H 0.5552 -5.2691 -1.0686  0.00
H -0.7793 -3.2449 3.1897  0.00
H -0.2938 -4.9478 3.0047  0.00
H -1.8887 -4.4094 2.4233  0.00
H -5.6549 -0.0877 -1.2876  0.00
H -4.6303 0.9648 -2.2900  0.00
H -5.6403 1.6687 -0.9923  0.00
H -4.9185 -0.7177 1.7351  0.00
H -5.2479 1.0311 1.8236  0.00
H -3.7291 0.3761 2.4887  0.00
C 1.4775 -2.7621 1.1925  0.04
C -2.4358 1.9581 0.2357  0.05
P 2.1853 -1.6316 -0.0908  0.15
H 2.2834 -3.4490 1.4722  0.00
H 1.2644 -2.1382 2.0803  0.00
P -0.9809 2.1626 -0.8983  0.17
H -2.0178 1.8315 1.2477  -0.02
H -2.9987 2.9012 0.2248  0.01
C -0.5783 3.9704 -0.7310  0.04
C -1.9230 2.2215 -2.5872  0.07
C 2.3691 -2.8579 -1.5393  0.09
C 3.9335 -1.4163 0.4510  0.02
C 4.1253 -0.1219 1.3176  0.04
H 4.4476 -1.2274 -0.5027  0.00
C 4.5923 -2.5397 1.2085  0.01
H 4.1504 -2.6579 2.1870  0.00
H 5.6369 -2.2998 1.3798  0.00
H 4.5721 -3.4867 0.6983  0.00
H 3.8693 0.8069 0.7580  0.00
H 5.1813 -0.0828 1.6631  0.00
H 3.4761 -0.2026 2.2200  -0.01
H 1.3095 -3.0631 -1.8181  -0.02
C 3.0438 -4.2204 -1.1710  0.01
C 3.1247 -2.3074 -2.8055  0.01
H 2.7073 -4.6599 -0.2178  0.00
H 4.1448 -4.1136 -1.1594  0.00
H 2.8115 -4.9585 -1.9648  0.00
H 2.3874 -2.0713 -3.6058  0.00
H 3.8389 -3.1003 -3.1601  0.00
H 3.6960 -1.3876 -2.5396  0.01
H -2.2723 1.1698 -2.6861  -0.02
C -1.0449 2.5802 -3.8280  0.01
C -3.1476 3.1751 -2.6146  0.01
H -3.8208 3.0825 -1.7495  0.00
H -3.7433 2.9320 -3.5146  0.00
H -2.8125 4.2241 -2.7097  0.00
H -0.7686 1.6627 -4.3825  0.00
H -0.1166 3.1064 -3.5238  0.00
H -1.6464 3.2571 -4.4820  0.00
C 0.6647 4.2315 0.1465  0.04
C -1.6659 4.9074 -0.2367  0.01
H -0.2931 4.2345 -1.7575  0.00
H -1.8992 4.6994 0.8058  0.00
H -2.5773 4.8840 -0.8231  0.00
H -1.2884 5.9331 -0.2676  0.00
H 0.4497 3.9427 1.1866  0.00
H 0.8762 5.3164 0.1625  0.00
H 1.5651 3.6916 -0.1906  -0.01
C 0.9362 -0.1434 -4.6199  0.92
H 0.1298 -0.6329 -4.0754  0.02
H 0.8190 0.8557 -4.1501  0.03
H 1.7688 -0.4709 -3.9596  0.03
S -0.1121 -0.0616 2.0849  0.51
C 0.4034 1.2264 3.2525  -0.04
C -0.3700 1.4951 4.4019  0.06
C 0.0424 2.4691 5.2953  -0.03
C 1.2021 3.1838 4.9983  0.07
C 1.9391 3.0307 3.8149  -0.04
C 1.4887 2.0551 2.9196  0.06
H -1.2887 0.9325 4.5045  0.00
H -0.5437 2.6343 6.1963  0.00
H 1.5581 3.9409 5.6680  0.00
H 2.8167 3.6413 3.5234  0.00
H 1.9577 1.9030 1.8871  0.03

(4)
Density functional theory data (ωB97M-V/def2-TZVPD) for a molecular structure, C12H20AlAsF6NSSbSi.

Summary:
2S+1 = 2
strongest force on any atom = 0.32 eV Å⁻¹
relative energy (zero: lowest compared OMol25 entry of this formula, charge and spin) = 7.85 kJ/mol
HOMO-LUMO gap (alpha / beta) = 8.553 / 6.082 eV
charge = +1
E = -4529.3058 Eh
E_LUMO (alpha / beta) = -2.89 / -6.23 eV
expectation value of S² = 0.758
HOMO (alpha / beta) = -11.45 / -12.31 eV

Last column: Mulliken spin population.
Atoms and positions in Å:
Al -0.7341 0.1185 -0.6124  0.11
F -1.8700 0.6014 0.6079  0.02
As -1.3959 1.8379 2.1806  0.00
F -3.0644 2.0413 2.3317  0.00
F -1.4354 0.4077 3.0881  0.00
F -0.8694 2.8680 3.3967  0.00
F 0.2017 1.3943 1.6232  0.02
F -1.3752 3.0324 0.9322  0.00
S -2.4535 -2.9868 -3.3308  0.04
C -1.9502 -1.7548 -2.5083  0.01
N -1.5628 -0.8193 -1.8727  0.06
C 1.4941 -2.5314 -1.4727  0.05
Si 1.2127 -1.5348 0.0656  0.29
C 2.6723 -0.5904 0.7107  0.04
C 0.0594 -2.2349 1.3052  0.06
C 0.1957 -1.9317 2.6699  0.07
C -0.6534 -2.5038 3.5976  -0.02
C -1.6712 -3.3522 3.1756  0.09
C -1.8399 -3.6420 1.8255  -0.03
C -0.9846 -3.0856 0.8941  0.06
H 2.1752 -3.3544 -1.2346  0.01
H 1.9586 -1.9297 -2.2552  0.00
H 0.5735 -2.9624 -1.8661  -0.01
H 3.4048 -1.2823 1.1369  0.01
H 2.3806 0.1182 1.4857  0.00
H 3.1694 -0.0491 -0.0960  0.00
H 0.9710 -1.2526 3.0037  0.00
H -0.5324 -2.2833 4.6494  0.00
H -2.3430 -3.7865 3.9041  0.00
H -2.6372 -4.2989 1.5057  0.00
H -1.1156 -3.3215 -0.1565  0.01
C -1.2158 3.5845 -2.4457  0.02
Sb 0.3159 2.3098 -1.7356  0.07
C 1.3968 1.8335 -3.4922  0.00
C 1.6356 3.5193 -0.6194  0.00
H -0.7643 4.4062 -2.9982  0.00
H -1.7804 3.9643 -1.5994  0.00
H -1.8682 3.0131 -3.1025  0.00
H 1.6642 2.7574 -4.0015  0.00
H 0.7685 1.2273 -4.1418  0.00
H 2.3013 1.2825 -3.2433  0.00
H 1.9328 4.3640 -1.2376  0.00
H 2.5129 2.9407 -0.3395  0.00
H 1.1197 3.8660 0.2718  0.00

Which formula does entry 4 have? C12H20AlAsF6NSSbSi

Among the records above, which one has the lowest relative energy (zero: lowest compared OMol25 entry of this formula, charge and spin)? C12H20AlAsF6NSSbSi